[1]
Entry from OMol25: one molecule with the formula C4H5N3 (ωB97M-V/def2-TZVPD).

```
12
Properties=species:S:1:pos:R:3:mulliken_charge:R:1
N 2.63 -0.28 1.22 -0.473
C 1.69 -0.52 0.57 0.125
C 0.61 -0.23 -0.42 0.189
C -0.77 -0.97 -0.53 -0.495
N -1.71 -0.18 0.26 -0.506
C -1.12 0.92 0.51 -0.030
N 0.15 1.10 -0.04 -0.387
H 1.13 -0.24 -1.38 0.262
H -1.09 -0.94 -1.58 0.289
H -0.78 -2.01 -0.21 0.330
H -1.56 1.72 1.10 0.368
H 0.82 1.63 0.50 0.328
```

As for the total charge: 0. The value obtained for the LUMO energy is 0.653 eV. The multiplicity is 1. The gap between HOMO and LUMO is 10.32 eV. Its HOMO energy is -9.67 eV.


[2]
Entry from OMol25: one molecule with the formula C4H5N3 (ωB97M-V/def2-TZVPD).

```
12
Properties=species:S:1:pos:R:3:mulliken_charge:R:1
N -1.81 0.15 0.13 -0.508
C -0.44 -0.06 -0.04 0.165
C 0.55 1.03 0.22 -0.092
N 1.61 0.89 -0.83 -0.502
C 1.92 -0.17 -0.22 0.580
N 1.55 -1.38 -0.12 -0.560
C 0.15 -1.29 -0.17 -0.511
H -2.18 1.03 -0.19 0.237
H -2.39 -0.63 -0.16 0.241
H 0.23 2.05 0.41 0.447
H 1.22 0.61 1.12 0.152
H -0.41 -2.22 -0.15 0.350
```

As for the total charge: 0. The value obtained for the LUMO energy is 0.164 eV. The multiplicity is 1. The gap between HOMO and LUMO is 8.14 eV. Its HOMO energy is -7.98 eV.


[3]
Entry from OMol25: one molecule with the formula C4H5N3 (ωB97M-V/def2-TZVPD).

```
12
Properties=species:S:1:pos:R:3:mulliken_charge:R:1
C 0.61 -0.69 1.65 -0.728
C 0.00 0.23 0.90 0.658
N -0.84 1.35 1.51 -0.164
N -1.36 1.92 0.56 -0.408
N -1.08 1.42 -0.69 -0.317
C -0.28 0.39 -0.52 0.604
C 0.21 -0.45 -1.63 -1.143
H 0.78 -0.53 2.70 0.289
H 0.96 -1.62 1.22 0.271
H -0.11 -0.04 -2.58 0.340
H 1.30 -0.51 -1.61 0.311
H -0.18 -1.47 -1.52 0.287
```

As for the total charge: 0. The value obtained for the LUMO energy is -1.114 eV. The multiplicity is 1. The gap between HOMO and LUMO is 8.67 eV. Its HOMO energy is -9.79 eV.


[4]
Entry from OMol25: a 2-piece molecular cluster, C4H5N3 overall (ωB97M-V/def2-TZVPD).

```
12
Properties=species:S:1:pos:R:3:mulliken_charge:R:1
C -2.38 0.50 0.05 0.449
C 1.25 1.36 0.24 0.009
C -0.95 -1.20 -0.24 -0.757
C -1.51 -0.14 -0.81 -0.221
N -3.09 0.90 0.85 -0.417
N 1.98 0.64 -0.69 -0.287
N 1.71 0.39 0.83 -0.327
H 0.63 2.30 0.35 0.358
H -0.24 -1.63 -0.84 0.309
H 2.88 1.11 -0.98 0.281
H -1.20 -1.66 0.69 0.319
H -1.27 0.15 -1.87 0.284
```

As for the total charge: 0. The value obtained for the LUMO energy (spin up / spin down) is 0.668 / -2.448 eV. The multiplicity is 3. The gap between HOMO and LUMO (spin up / spin down) is 6.81 / 7.78 eV. Its HOMO energy (spin up / spin down) is -6.14 / -10.23 eV.


[5]
Entry from OMol25: one molecule with the formula C4H5N3O (ωB97M-V/def2-TZVPD).

```
13
Properties=species:S:1:pos:R:3:mulliken_charge:R:1
C -2.52 -0.20 0.03 -0.216
N -1.49 -0.98 0.02 -0.844
N -0.19 -0.42 -0.08 0.590
C 0.83 -1.37 0.00 -0.051
N 1.97 -0.81 0.03 -0.568
C 1.82 0.55 0.01 -0.406
C 0.47 0.77 -0.14 0.650
O -0.40 1.91 0.03 -0.563
H -2.35 0.90 -0.30 0.199
H -3.62 -0.63 0.08 0.249
H 0.66 -2.48 0.32 0.306
H 2.69 1.26 -0.14 0.323
H 0.11 2.67 0.59 0.332
```

As for the total charge: 0. The value obtained for the LUMO energy is 0.433 eV. The multiplicity is 1. The gap between HOMO and LUMO is 9.12 eV. Its HOMO energy is -8.68 eV.


[6]
Entry from OMol25: C4H5N3O as an isolated structure (ωB97M-V/def2-TZVPD).

```
13
Properties=species:S:1:pos:R:3:mulliken_charge:R:1
C 0.91 0.11 1.45 0.613
C -0.73 -0.62 0.31 0.266
C -1.23 -0.38 -1.11 -0.350
C 0.21 0.39 -1.30 -0.396
H 2.61 0.66 1.11 0.240
H -1.35 -1.36 -1.66 0.246
H -2.55 -0.06 -1.20 0.267
H 0.92 -0.01 -2.03 0.215
H 0.28 1.42 -1.33 0.268
N 1.96 0.47 1.98 -0.644
N -1.35 -0.48 1.42 -0.437
N 0.49 -0.16 0.14 -0.063
O -0.18 0.02 2.22 -0.225
```

As for the total charge: 0. The value obtained for the LUMO energy is 0.523 eV. The multiplicity is 1. The gap between HOMO and LUMO is 9.55 eV. Its HOMO energy is -9.02 eV.


The F_max results, record by record, are as follows: 1.34, 3.43, 2.90, 13.47, 4.28, 4.96 eV/A.
The ΔE to the lowest compared entry with this formula, charge and spin results, record by record, are as follows: 152.5, 471.3, 302.1, 399.7, 392.6, 572.4 kJ/mol.